# 1
C20H41FeN2P3S | ωB97M-V/def2-TZVPD

Results
Expectation value of S² ... 8.80
HOMO (alpha / beta) ... -0.6177 / -0.6173 Ha
HOMO-LUMO gap (alpha / beta) ... 8.33 / 5.63 eV
Net charge ... +3
Spin multiplicity ... 6

Geometry as XYZ:
```
68
C20H41FeN2P3S (ωB97M-V/def2-TZVPD)
C -1.743 1.460 1.597
H 0.339 -5.572 0.685
H -0.996 2.170 1.961
H -3.194 -1.001 1.586
H -1.218 -5.214 -3.460
C 0.548 -4.517 0.689
H 3.327 -0.222 2.218
C -0.749 3.486 -1.169
H -2.454 1.266 2.410
C -0.919 -1.843 -3.403
P 2.124 0.958 0.426
H -0.901 3.316 -0.100
H -3.617 2.191 -2.514
H -1.451 -0.942 -3.662
Fe 0.487 -0.494 -0.801
C 2.941 2.190 -0.649
H -1.121 1.407 -4.449
H -1.351 4.356 -1.437
C 1.246 -2.930 -2.850
H 1.910 -4.346 2.348
H 1.918 -0.243 -5.382
H 0.901 2.801 1.495
C -2.969 1.603 -1.832
H 2.513 2.557 2.245
H -1.138 -0.435 3.489
C 0.118 -3.531 -0.139
N 1.493 -3.932 1.518
C 1.632 -2.644 1.151
C 1.860 -1.329 -5.417
C -1.495 -3.095 -3.549
P -1.237 2.061 -2.134
H -0.465 -1.899 2.690
H 2.779 -1.861 -5.139
S 1.257 -0.261 -2.930
H -2.175 -2.227 0.754
H -2.275 1.935 0.771
H -0.014 -1.498 -6.504
H 3.406 1.683 -1.505
C 0.673 -4.173 -3.099
C 0.437 -1.761 -2.977
H 2.295 -2.747 -2.593
C 1.618 2.044 1.845
H -2.909 -0.916 -0.195
H -1.786 3.059 -4.265
C -0.443 -0.799 2.712
C 3.598 0.169 1.220
H 0.886 -3.078 -6.111
H 0.583 -0.493 2.968
H -3.090 0.528 -2.065
H -0.328 0.910 -1.692
H 2.197 2.899 -1.027
C -1.023 2.355 -3.895
H -2.551 -3.207 -3.835
H -3.263 1.809 -0.789
H 3.705 2.731 -0.069
H 4.413 0.909 1.326
C 0.841 -1.982 -5.999
H 0.304 3.725 -1.342
H -0.022 2.763 -4.096
H 1.275 -5.087 -3.038
H 1.158 1.452 2.650
H 2.280 -1.942 1.653
N 0.823 -2.360 0.129
P -0.996 -0.123 1.077
C -2.466 -1.169 0.778
H 3.943 -0.662 0.584
H -0.586 -3.629 -0.941
C -0.715 -4.242 -3.368
```

# 2
C2H2FeO2P | ωB97M-V/def2-TZVPD

Results
Expectation value of S² ... 8.77
HOMO (alpha / beta) ... -0.1887 / -0.3352 Ha
HOMO-LUMO gap (alpha / beta) ... 2.95 / 6.77 eV
Spin multiplicity ... 6

Geometry as XYZ:
```
8
C2H2FeO2P (ωB97M-V/def2-TZVPD)
C -0.153 1.920 0.827
O 0.301 -1.300 -1.450
C 0.219 0.667 0.517
H -1.127 2.167 1.267
H 0.612 2.697 0.887
P -0.986 -1.399 -0.635
O -0.930 -0.221 0.453
Fe 1.865 -0.208 -0.524
```

# 3
C9H18N3O5PPdS6 | ωB97M-V/def2-TZVPD

Results
Expectation value of S² ... 2.01
HOMO (alpha / beta) ... -0.0303 / -0.0289 Ha
HOMO-LUMO gap (alpha / beta) ... 5.02 / 4.98 eV
Net charge ... -2
Spin multiplicity ... 3

Geometry as XYZ:
```
43
C9H18N3O5PPdS6 (ωB97M-V/def2-TZVPD)
H -3.987 0.996 -0.211
P -1.252 -0.395 -0.596
S 3.714 0.015 0.604
C 3.143 0.000 3.310
C -1.756 2.100 -1.301
H -3.713 -2.895 -1.005
O 0.346 3.486 0.941
H -0.584 0.507 -3.232
H -2.164 2.656 -2.151
C 5.430 -0.557 4.547
H -2.065 2.576 -0.368
N -0.252 -0.985 -1.785
C 4.042 -0.126 2.323
H -0.670 2.178 -1.336
H -4.030 -0.405 -1.296
Pd 1.670 1.411 0.867
H -2.491 -2.332 -2.163
O -0.603 0.142 0.620
N -2.184 -1.708 -0.186
H 0.463 -2.488 -0.476
H 0.595 -0.736 -3.675
S 1.438 0.330 3.097
H -4.158 1.228 -1.958
H 1.040 0.545 -2.524
H 1.645 -1.218 -0.783
H -1.743 -1.415 1.840
N -2.232 0.701 -1.376
C -2.645 -2.686 -1.146
H 1.265 -2.404 -2.054
O 1.736 5.353 0.123
S 5.692 -0.497 2.810
H -1.774 -3.108 1.331
S 3.749 -0.236 4.945
H -3.300 -2.224 1.531
O 2.717 3.450 1.346
C 0.846 -1.808 -1.239
S 1.936 2.764 -1.263
C -3.671 0.617 -1.193
H -2.102 -3.634 -1.036
O 6.276 -0.896 5.359
S 1.660 3.934 0.406
C 0.230 -0.107 -2.857
C -2.258 -2.131 1.205
```

# 4
C14H25NO5 | ωB97M-V/def2-TZVPD

Results
SMILES ... CC(C)COC[C@H](CC(C)C)NC(=O)[C@H]1O[C@@H]1C(=O)O
HOMO ... -0.3579 Ha
HOMO-LUMO gap ... 10.29 eV

Geometry as XYZ:
```
45
C14H25NO5 (ωB97M-V/def2-TZVPD)
C -0.182 1.624 0.038
H 0.010 -1.448 0.281
H 3.481 -1.604 2.626
O -1.010 -5.329 4.102
O -1.136 -0.121 2.958
H -3.418 2.329 -4.462
N -0.273 -0.720 0.960
H 3.524 -1.123 0.265
H 2.411 -0.195 2.993
H 0.085 2.540 -4.847
H 0.424 2.991 -3.229
H 4.759 0.677 1.696
O -3.015 -5.045 3.140
C -2.028 -2.213 2.084
H 2.107 0.875 -0.560
H -2.793 3.654 -3.726
H 0.488 2.447 -0.282
H -3.330 -4.542 2.271
C -1.657 1.950 -1.954
C 2.581 -1.004 2.270
C -1.718 -4.636 3.395
H -2.055 3.098 -5.232
C -1.211 -3.446 2.580
H -1.887 0.728 -3.826
C -0.014 2.171 -3.861
C 1.861 0.019 0.083
O -0.912 1.010 -1.123
H -0.081 -3.379 2.685
H -1.290 2.957 -1.681
H -0.907 2.090 0.665
C -2.471 2.750 -4.214
C -1.511 1.809 -3.500
H -2.718 1.785 -1.666
H -3.048 -1.920 2.203
H 4.263 1.015 -0.004
O -1.742 -3.395 1.324
C -1.154 -0.936 2.026
C 0.549 0.475 0.781
H 1.520 -0.757 -0.568
H 0.699 1.358 -3.704
C 3.904 0.814 0.994
H 0.879 0.872 1.788
H 1.632 -1.533 2.137
H 3.321 1.677 1.240
C 3.061 -0.367 0.854
```

Going through the records in order, we get total energy values of -3581.1299, -1832.8022, -3752.7296, -979.2953 a.u..